1.
Here is a cluster of 7 separate species, C54H114F3N6O4 in total from OMol25. Energies are from ωB97M-V/def2-TZVPD.

Atoms and positions in Å:
C 16.8282 8.6882 15.6414
C 15.9667 9.7501 14.9236
C 15.2090 9.2996 13.6599
N 14.0061 10.2314 13.3191
C 12.8458 10.0254 14.3674
C 13.6585 9.9034 11.7917
C 14.5730 10.7939 10.9299
C 15.2508 11.7736 11.9330
C 14.4172 11.7036 13.1828
H 17.0669 9.0330 16.6475
H 17.6409 8.4250 14.9643
H 16.2805 7.7625 15.8179
H 16.7466 10.4927 14.7551
H 15.3741 10.2214 15.7077
H 14.6924 8.3439 13.7490
H 15.8393 9.2430 12.7724
H 13.1447 10.4191 15.3389
H 12.7392 8.9436 14.2868
H 11.9950 10.5794 13.9707
H 12.5906 10.0861 11.6720
H 13.7712 8.8523 11.5257
H 14.0766 11.3889 10.1633
H 15.2797 10.1563 10.3987
H 15.1736 12.8117 11.6095
H 16.2809 11.4899 12.1484
H 13.5676 12.3762 13.0647
H 14.9834 12.0158 14.0603
C 18.4952 18.4998 8.9459
C 17.5359 19.5006 9.5428
C 16.8354 18.9573 10.7159
N 16.7661 20.0030 11.8356
C 16.0321 19.3264 13.0394
C 16.0551 21.3908 11.5839
C 16.8376 22.5231 12.2192
C 17.9960 21.9064 12.9540
C 18.1441 20.4552 12.4090
H 17.9315 17.7441 8.3990
H 19.1749 18.1282 9.7128
H 19.1374 18.9711 8.2019
H 16.7771 19.6151 8.7687
H 17.8053 20.5536 9.6246
H 17.2611 18.0646 11.1741
H 15.7922 18.7276 10.4989
H 15.6837 19.9174 13.8863
H 16.5529 18.4761 13.4797
H 15.0954 18.8849 12.6991
H 15.0625 21.4475 12.0307
H 16.0633 21.5755 10.5097
H 16.2089 23.0820 12.9123
H 17.2180 23.2875 11.5417
H 17.8885 21.9012 14.0387
H 18.9102 22.4573 12.7331
H 18.5554 19.8093 13.1848
H 18.8488 20.4027 11.5791
C 19.8369 11.9178 19.2772
C 18.7273 12.9480 19.8158
C 18.2667 14.0233 18.7762
N 16.9045 14.6916 19.1868
C 16.8116 16.0150 18.4102
C 16.6131 14.9661 20.7118
C 15.1725 14.5512 20.9762
C 14.5779 14.1227 19.6762
C 15.8062 13.7232 18.8886
H 20.6602 12.4500 18.8005
H 19.2637 11.3124 18.5751
H 20.2909 11.3474 20.0875
H 19.2503 13.5562 20.5538
H 17.9953 12.4020 20.4110
H 18.0993 13.6957 17.7502
H 19.0575 14.7651 18.6643
H 17.6039 16.6286 18.8391
H 15.8261 16.4785 18.4544
H 17.0861 15.8780 17.3642
H 16.7758 15.9842 21.0657
H 17.3308 14.3259 21.2248
H 14.6523 15.4103 21.3996
H 15.1282 13.6711 21.6178
H 14.1156 14.9366 19.1177
H 13.8423 13.3184 19.6679
H 15.5349 13.7606 17.8335
H 16.1654 12.7244 19.1366
C 10.7220 17.0457 21.1562
C 10.8354 16.8421 19.6414
C 10.1732 18.0374 18.8710
N 10.1851 17.8354 17.3170
C 11.6554 17.7958 16.8353
C 9.4644 19.0154 16.5200
C 8.6464 18.2783 15.4190
C 9.2028 16.8397 15.3336
C 9.5280 16.5788 16.7997
H 9.7184 16.7932 21.4984
H 11.0047 18.0668 21.4122
H 11.4497 16.4725 21.7307
H 10.5085 15.8274 19.4140
H 11.8862 16.7089 19.3842
H 10.6857 18.9912 18.9962
H 9.1209 18.0988 19.1485
H 11.7129 17.7693 15.7471
H 12.0343 16.9153 17.3541
H 12.1270 18.6894 17.2444
H 10.0751 19.7399 15.9811
H 8.6885 19.5363 17.0810
H 8.7792 18.6105 14.3894
H 7.5896 18.2677 15.6858
H 10.1369 16.7349 14.7816
H 8.5849 16.1225 14.7934
H 10.1592 15.7166 17.0149
H 8.6895 16.3149 17.4443
C 18.6983 12.6985 12.5436
C 19.4302 13.1344 13.8366
C 20.9973 12.9045 13.7430
C 21.6953 13.7863 12.6720
C 21.3925 15.3236 13.0097
C 19.8488 15.5960 13.0646
N 19.1962 14.6059 14.0803
O 18.7834 15.0379 15.3985
C 19.2363 15.5394 11.7567
C 19.6177 17.0301 13.7101
C 18.9164 12.3222 15.0501
H 17.7973 13.2442 12.2634
H 18.3878 11.6537 12.5436
H 19.3619 12.7634 11.6813
H 21.2871 11.8785 13.5160
H 21.4715 13.0046 14.7193
H 21.3662 13.5367 11.6633
H 22.7688 13.6050 12.7259
H 21.8371 15.7569 12.1138
H 21.9241 15.6182 13.9145
H 19.6106 14.7284 11.1319
H 19.5995 16.3630 11.1421
H 18.1480 15.4828 11.7352
H 20.2766 17.2528 14.5494
H 18.6411 17.1878 14.1676
H 19.8965 17.8504 13.0487
H 19.5821 12.3613 15.9123
H 18.7480 11.2869 14.7538
H 17.9354 12.5982 15.4368
C 11.8122 15.4541 10.2193
C 12.2850 16.8501 9.8554
C 11.7721 17.0668 8.3570
C 10.2515 17.2851 8.2775
C 9.9328 18.5790 9.0427
C 10.2352 18.4213 10.6237
N 11.7108 17.9684 10.7287
O 12.5224 18.3208 11.8583
C 9.2012 17.5473 11.3135
C 10.2038 19.8811 11.1997
C 13.8658 16.8656 9.7828
H 11.9362 15.1455 11.2574
H 12.2426 14.7572 9.5002
H 10.7399 15.3441 10.0579
H 12.2169 16.3511 7.6656
H 12.2004 18.0157 8.0341
H 9.5657 16.4973 8.5891
H 9.9111 17.3411 7.2436
H 8.9616 19.0647 8.9478
H 10.6265 19.3313 8.6674
H 9.1034 16.4938 11.0515
H 8.2365 18.0441 11.2101
H 9.3776 17.4178 12.3813
H 9.2965 20.4145 10.9159
H 11.0924 20.4773 10.9924
H 10.1580 19.8891 12.2887
H 14.2442 17.8661 9.5729
H 14.3344 16.0798 9.1905
H 14.2262 16.5663 10.7669
C 14.7467 15.0495 15.0588
O 13.8828 14.4732 16.0646
O 15.8286 14.1299 14.9103
C 14.0521 15.7717 13.8501
F 14.9798 16.3081 12.9744
F 13.2623 14.9670 13.1520
F 13.2297 16.7594 14.1951
C 12.6851 13.9181 15.6584
C 11.9357 13.3988 16.8975
H 10.9156 13.1336 16.6198
H 12.3468 12.5694 17.4730
H 11.8134 14.2044 17.6215
H 12.7727 13.0398 15.0189
H 11.9799 14.6966 15.3673
H 15.0782 15.9278 15.6126

Atoms 1-2, force components in eV/Å:
C -1.221 -0.838 -0.679
C 0.847 -0.088 0.743

Values from the calculation:
- ΔE to the lowest compared entry with this formula, charge and spin (kcal per mole) = 147.8
- spin multiplicity = 1
- LUMO energy (Ha) = -0.5176
- HOMO level (eV) = -17.775
- DFT total energy (Ha) = -3052.77698
- charge = +5
- Kohn-Sham gap (eV) = 3.69


2.
Here is a cluster of 6 separate species, C54H114N6O6 in total from OMol25. Energies are from ωB97M-V/def2-TZVPD.

Atoms and positions in Å:
C 0.1934 1.5139 -1.6718
C -0.3107 2.9929 -1.7455
C -0.0621 3.6613 -0.3902
C -0.2020 5.1868 -0.2394
C 0.8540 5.7267 -1.1821
C 0.7242 5.2716 -2.6844
N 0.5750 3.7906 -2.7014
O 0.6683 3.2178 -3.8947
C -0.4597 5.9500 -3.4644
C 2.0760 5.6465 -3.4315
C -1.8278 2.9172 -2.0986
H 1.1742 1.5739 -1.2000
H 0.3792 1.0349 -2.6331
H -0.4365 0.7524 -1.2119
H -0.8479 3.2865 0.2656
H 0.8784 3.4423 0.1155
H -0.0183 5.4466 0.8032
H -1.2032 5.5802 -0.4148
H 1.8575 5.7815 -0.7602
H 0.5976 6.7853 -1.2250
H -1.3339 5.4400 -3.0597
H -0.4515 7.0147 -3.2308
H -0.3089 5.9080 -4.5431
H 2.1746 5.2873 -4.4559
H 2.1655 6.7310 -3.3678
H 2.9688 5.1298 -3.0792
H -2.2958 2.0856 -1.5717
H -2.0640 2.7246 -3.1451
H -2.5434 3.6310 -1.6904
H 1.5176 2.7926 -3.7549
C -4.3331 -1.3581 -2.1416
C -5.1072 -1.0921 -0.7846
C -5.5212 0.3770 -0.8790
C -6.6714 0.6748 0.0146
C -7.8316 -0.3040 -0.0894
C -7.4417 -1.8065 0.0866
N -6.2323 -2.0813 -0.6634
O -5.9756 -3.4083 -0.7773
C -7.1802 -2.0697 1.6134
C -8.6805 -2.5853 -0.5682
C -4.0967 -1.3611 0.3258
H -4.0461 -2.3962 -2.3093
H -3.3573 -0.9043 -1.9687
H -4.6304 -0.7831 -3.0185
H -4.6522 1.0109 -0.7026
H -5.7373 0.6289 -1.9172
H -7.1300 1.6530 -0.1300
H -6.2571 0.6792 1.0228
H -8.1872 -0.0225 -1.0806
H -8.6131 0.0350 0.5906
H -6.9916 -3.0922 1.9405
H -6.3929 -1.3807 1.9193
H -8.0440 -1.6997 2.1658
H -9.0484 -2.1495 -1.4971
H -8.5155 -3.6404 -0.7861
H -9.5641 -2.5166 0.0663
H -3.9504 -2.4286 0.4906
H -4.5124 -1.0082 1.2697
H -3.0815 -0.9968 0.1686
H -6.4952 -3.6676 -1.5418
C -2.0130 -3.3300 3.1531
C -2.8359 -2.4932 4.1476
C -2.5383 -3.1654 5.5299
C -2.5200 -2.2257 6.7158
C -1.8646 -0.8891 6.3977
C -2.4168 -0.1992 5.1031
N -2.3091 -1.1660 3.9540
O -2.8084 -0.5813 2.8351
C -3.9571 0.2884 5.4655
C -1.5069 0.9257 4.6204
C -4.3541 -2.5955 3.8992
H -1.9210 -4.3903 3.3885
H -0.9788 -2.9916 3.0896
H -2.4548 -3.2081 2.1642
H -3.3120 -3.8761 5.8201
H -1.5965 -3.7138 5.5499
H -2.0259 -2.5803 7.6204
H -3.5425 -1.9756 6.9988
H -0.7858 -1.0012 6.2889
H -1.8506 -0.2400 7.2732
H -3.8526 1.3077 5.8372
H -4.3164 0.5929 4.4825
H -4.6599 -0.3700 5.9761
H -0.7622 0.7428 3.8457
H -2.1152 1.8150 4.4550
H -0.9121 1.3573 5.4254
H -4.6488 -3.6448 3.8875
H -4.7440 -2.0904 3.0155
H -4.9642 -2.1212 4.6680
H -2.0662 -0.5794 2.2263
C 5.9273 0.6666 -2.2285
C 6.3885 1.2036 -3.6060
C 7.1816 0.0493 -4.3086
C 6.3947 -1.1361 -4.8185
C 5.3676 -0.4684 -5.7290
C 4.4402 0.5699 -5.1781
N 5.2682 1.5362 -4.4561
O 4.5099 2.5522 -3.9290
C 3.9717 1.2580 -6.4140
C 3.2907 0.0883 -4.4221
C 7.3902 2.3559 -3.5929
H 5.2068 1.3697 -1.8105
H 6.7323 0.6725 -1.4936
H 5.5741 -0.3646 -2.2398
H 7.9273 0.2721 -5.0717
H 7.8625 -0.1760 -3.4878
H 5.8641 -1.5992 -3.9866
H 6.8795 -1.8750 -5.4566
H 4.6827 -1.1657 -6.2116
H 6.0016 -0.0065 -6.4858
H 4.6271 1.8756 -7.0281
H 3.6057 0.5967 -7.1993
H 3.1940 1.9910 -6.1991
H 2.6799 -0.6986 -4.8646
H 3.6492 -0.4940 -3.5733
H 2.7171 0.9113 -3.9957
H 7.2113 2.8335 -2.6295
H 7.3685 3.0387 -4.4422
H 8.3960 1.9372 -3.5583
H 4.8257 3.3069 -4.4312
C -0.6467 -3.7817 -4.3068
C 0.3497 -3.8579 -3.0297
C 1.6700 -3.0975 -3.4396
C 2.6024 -2.9038 -2.3238
C 2.0215 -2.2422 -1.1138
C 0.8026 -3.0670 -0.6083
N -0.1896 -3.2797 -1.7191
O -1.0366 -2.1922 -2.0022
C 1.1365 -4.4220 0.1256
C 0.2097 -2.0513 0.4726
C 0.6684 -5.3256 -2.7822
H -0.5756 -2.8637 -4.8903
H -1.6364 -3.9990 -3.9051
H -0.4365 -4.5175 -5.0830
H 2.0935 -3.7151 -4.2317
H 1.3330 -2.1286 -3.8082
H 3.5569 -2.5376 -2.7016
H 2.9657 -3.8482 -1.9185
H 1.9375 -1.1844 -1.3632
H 2.6682 -2.1874 -0.2381
H 0.5464 -5.3023 -0.1293
H 2.2127 -4.5907 0.1617
H 0.8903 -4.3055 1.1810
H 0.7787 -2.2347 1.3841
H 0.2892 -1.0071 0.1704
H -0.8560 -2.0673 0.7007
H -0.1351 -5.7784 -2.2013
H 1.5820 -5.4003 -2.1923
H 0.8682 -5.8955 -3.6896
H -1.8453 -2.6736 -2.1919
C 1.5208 -1.3814 4.2259
C 2.4820 -0.1974 3.9863
C 2.2712 0.1047 2.3953
C 2.9667 1.3736 1.8649
C 2.2820 2.5309 2.5961
C 2.3238 2.4699 4.1162
N 2.0467 1.0774 4.6669
O 1.9919 0.8991 6.0205
C 3.5850 3.0227 4.6798
C 1.1683 3.4506 4.5127
C 3.9681 -0.5458 4.3649
H 1.6028 -1.7712 5.2404
H 1.7847 -2.1068 3.4563
H 0.4709 -1.1644 4.0290
H 2.6044 -0.7919 1.8727
H 1.1813 0.1086 2.4025
H 2.6989 1.4455 0.8107
H 4.0549 1.3290 1.8219
H 1.2445 2.6129 2.2722
H 2.7537 3.4977 2.4203
H 3.4652 2.8784 5.7535
H 4.5871 2.6312 4.5046
H 3.6780 4.0570 4.3485
H 1.1609 3.7492 5.5610
H 1.3634 4.4367 4.0912
H 0.1956 3.1915 4.0946
H 4.2389 -0.8269 5.3826
H 4.7059 0.1141 3.9084
H 4.3262 -1.4599 3.8912
H 2.7887 0.4111 6.2408

Atoms 1-2, force components in eV/Å:
C 0.981 0.541 -0.551
C 0.326 0.920 -0.602

Values from the calculation:
- ΔE to the lowest compared entry with this formula, charge and spin (kcal per mole) = 69.8
- spin multiplicity = 2
- LUMO energy (spin up / spin down) (Ha) = 0.0758 / 0.0742
- HOMO level (spin up / spin down) (eV) = 0.722 / -5.661
- DFT total energy (Ha) = -2905.32102
- charge = -1
- Kohn-Sham gap (spin up / spin down) (eV) = 1.34 / 7.68


Which value of ΔE to the lowest compared entry with this formula, charge and spin does entry 2 give? 69.8 kcal per mole